Record 1
Formula: C32H30F6N2O5S
Source: OMol25
Level of theory: wB97M-V/def2-TZVPD

Output
LUMO ... -0.236 eV
Net charge ... 0
Highest occupied orbital energy ... -6.6 eV

```
76
Properties=species:S:1:pos:R:3:forces:R:3:lowdin_charge:R:1
C 2.00248 -5.24610 1.99599 -0.34 -0.21 0.04 -0.0108
N 1.89297 -3.85012 1.63609 0.80 0.26 -0.03 -0.0337
C 2.98678 -3.03848 1.67471 -0.24 -0.07 0.30 -0.3689
O 4.10339 -3.35650 2.05829 -0.56 0.26 -0.42 0.0830
C 2.53784 -1.65257 1.20899 -0.69 -0.17 0.80 -0.1717
C 3.26376 -1.17112 -0.03142 -0.07 -0.05 -0.51 -0.0506
C 4.73922 -1.13973 0.19682 0.63 0.30 -0.12 -0.0876
C 5.59064 -2.01571 -0.47487 -0.16 -0.17 0.03 -0.1354
F 5.06270 -2.88639 -1.37578 0.47 0.50 0.56 0.0927
C 6.95642 -2.05922 -0.21698 0.15 -0.08 -0.06 -0.1145
F 7.74981 -2.93667 -0.86324 -0.42 0.51 0.39 0.1136
C 7.50004 -1.18745 0.72937 0.05 -0.02 0.00 -0.1118
F 8.81632 -1.22972 1.00527 -0.71 0.05 -0.17 0.1183
C 6.67609 -0.27206 1.38955 0.11 0.07 0.14 -0.1146
F 7.20293 0.57481 2.29678 -0.27 -0.46 -0.51 0.1121
C 5.31353 -0.25597 1.10824 -0.02 0.04 0.08 -0.1288
F 4.51315 0.63618 1.75998 0.60 -0.53 -0.43 0.0884
N 1.09485 -1.81099 1.01424 1.16 -1.30 0.36 -0.0224
C 0.34472 -0.74540 0.61278 -2.35 0.14 -0.68 -0.0520
C -1.02382 -0.79339 0.35486 4.98 -0.94 0.22 -0.0856
C -1.85205 0.32518 0.15512 0.10 4.80 1.61 -0.1166
C -3.29022 0.17828 0.20749 -2.10 -0.34 0.90 -0.1899
C -4.26646 1.10087 0.68588 0.04 -0.02 0.15 -0.0536
C -5.62761 0.80986 0.78310 -0.16 -0.68 -0.32 -0.0935
C -6.10282 -0.46443 0.44284 0.18 -0.16 -0.02 -0.0986
C -5.17174 -1.44326 0.05517 0.05 0.35 -0.03 -0.0826
C -3.81433 -1.12816 -0.06433 0.02 0.41 0.03 -0.0315
C 0.64787 -3.21732 1.20513 0.18 0.37 -0.23 -0.4649
C 0.17333 -3.86466 -0.10041 0.15 -0.05 -0.07 0.0021
C -0.40918 -3.38186 2.30251 0.17 0.02 0.12 0.0043
H 3.05110 -5.47209 2.20411 -0.20 0.15 -0.06 0.0955
H 1.40453 -5.46684 2.88823 0.12 0.00 -0.10 0.0931
H 1.65065 -5.88579 1.17820 0.10 0.08 0.12 0.0919
H 2.72974 -0.93795 2.02941 0.01 -0.26 -0.18 0.1641
H 3.05414 -1.85039 -0.86872 -0.09 0.30 0.17 0.1395
H 2.87726 -0.16978 -0.27202 0.22 -0.26 -0.11 0.1138
H 0.94842 0.18298 0.50117 -0.79 -0.68 0.17 0.1252
H -1.52183 -1.75724 0.44996 0.17 0.67 -0.11 0.0654
H -1.24782 1.21484 0.82888 -1.77 -2.52 1.58 0.1637
H -3.99093 2.07247 1.06726 0.05 -0.22 -0.24 0.1019
H -6.33820 1.57301 1.14504 0.58 -0.41 -0.20 0.1129
H -7.17063 -0.71076 0.51152 0.54 0.13 0.01 0.1004
H -5.48527 -2.47838 -0.15689 0.10 0.66 0.11 0.1076
H -3.12799 -1.93528 -0.32016 -0.38 0.28 -0.20 0.0965
H 1.01252 -3.92841 -0.80951 -0.32 0.09 0.15 0.0993
H -0.18442 -4.88097 0.11767 0.03 0.29 -0.20 0.0834
H -0.63840 -3.28036 -0.54345 0.16 -0.22 -0.03 0.0740
H 0.06751 -3.24162 3.28179 -0.24 0.07 -0.20 0.1002
H -1.22164 -2.66120 2.17988 0.12 -0.20 0.14 0.0753
H -0.81429 -4.40023 2.24591 -0.01 0.27 0.14 0.0874
C 2.79922 2.71619 -2.07568 -0.09 -0.16 -0.13 -0.0497
C 2.00754 3.18676 -0.88706 0.34 -0.01 0.29 -0.1987
O 0.90218 2.25997 -0.65120 -1.13 1.13 0.10 -0.0259
C -0.06578 2.91451 0.03040 1.90 -0.03 1.77 -0.4576
C -1.42416 2.19790 -0.05019 -1.22 0.16 -1.95 -0.2433
F -2.27148 2.94745 0.75424 0.89 -0.90 -0.78 0.0281
S -1.91064 2.45916 -1.85600 -0.75 1.69 -1.76 0.8084
C -3.41589 3.46999 -1.93552 -0.75 -0.59 -0.06 -0.2539
C -4.62781 2.78770 -1.95402 0.02 -0.10 0.31 -0.0757
C -5.83020 3.48809 -1.94936 0.14 0.09 -0.26 -0.0654
C -5.82790 4.88003 -2.06972 0.23 -0.27 0.13 -0.0690
C -4.60953 5.56450 -2.13949 0.05 -0.35 -0.06 -0.0670
C -3.39676 4.86602 -2.07280 0.12 -0.11 0.22 -0.0406
O -0.95680 3.45465 -2.33085 0.49 -0.95 0.06 -0.3122
O -2.09071 1.17049 -2.49214 0.15 1.29 0.62 -0.2671
O 0.13206 3.89186 0.73521 -1.00 -1.67 -1.56 0.1505
H 3.64451 3.38715 -2.26151 -0.15 -0.09 0.12 0.0876
H 3.18624 1.70589 -1.91739 -0.01 0.09 -0.09 0.0684
H 2.15348 2.72554 -2.95997 0.16 -0.09 0.11 0.0881
H 2.56037 3.20306 0.05705 0.21 0.15 -0.28 0.1311
H 1.57973 4.17941 -1.05401 0.12 -0.21 0.00 0.1276
H -4.61548 1.69926 -1.94841 -0.09 0.22 0.12 0.1122
H -6.75327 2.92195 -1.86513 0.04 0.19 -0.16 0.1085
H -6.77390 5.42134 -2.12470 0.31 -0.11 0.09 0.1078
H -4.61517 6.64826 -2.24877 0.13 -0.28 0.00 0.1073
H -2.44493 5.38902 -2.14341 -0.23 -0.13 0.11 0.1150
```
Forces are in eV/Å.


Record 2
Formula: C12H37N3O7Sr
Source: OMol25
Level of theory: wB97M-V/def2-TZVPD

Output
LUMO ... 4.059 eV
Net charge ... -2
Highest occupied orbital energy ... -0.1 eV
Energy relative to the best compared isomer or geometry (same formula, charge and spin) ... 29.8 kcal per mole

```
60
Properties=species:S:1:pos:R:3:forces:R:3:lowdin_charge:R:1
Sr -6.19184 7.52995 18.53305 -0.59 -1.02 2.34 1.3440
O -7.49938 5.60840 19.32792 -0.36 -0.15 -0.98 -0.6070
H -8.13538 5.18571 18.73651 0.12 -0.33 0.05 -0.1607
O -4.84174 6.81697 20.81525 0.48 0.18 -0.90 -0.5022
H -4.13443 7.02982 21.41844 0.20 -0.12 0.50 -0.1652
O -7.77331 8.24516 20.49349 -0.16 1.01 -0.82 -0.6005
H -7.71973 9.20700 20.61050 -0.04 -0.02 0.16 -0.1765
O -5.00452 6.94165 16.47329 -0.02 0.33 -0.27 -0.6257
H -5.42347 7.22232 15.65433 0.09 -0.21 -0.22 -0.1572
C -5.07525 11.59600 15.82116 -0.75 -0.66 0.78 -0.0487
C -6.46849 10.90737 15.94126 1.39 0.44 -0.39 -0.4126
C -7.09436 10.83493 14.55095 -0.92 -0.12 0.82 -0.2335
O -6.41043 9.93448 13.69172 -0.87 1.04 0.11 -0.1678
C -6.96860 10.00665 12.38940 0.99 -0.80 0.30 -0.1170
N -6.29563 9.59970 16.57316 -0.33 0.61 -0.86 0.0135
H -4.67109 11.65846 16.83212 0.10 0.15 -0.04 0.0515
H -5.14653 12.59607 15.39488 0.08 -0.03 -0.14 0.0672
H -4.41647 10.93331 15.26002 0.05 0.23 -0.25 0.0819
H -7.10019 11.54057 16.57311 -0.20 0.02 -0.14 0.1285
H -7.22538 11.85984 14.17477 0.60 0.03 -0.48 0.1184
H -8.13985 10.50664 14.65293 -0.03 -0.34 0.05 0.0992
H -8.06061 9.95836 12.33519 -0.07 0.13 0.39 0.0792
H -6.57968 9.09390 11.93305 -0.05 0.30 -0.54 0.0887
H -6.60330 10.91384 11.89914 -0.13 -0.05 -0.28 0.0827
H -6.96099 9.00038 16.08845 0.09 -0.48 0.48 0.0490
H -5.37665 9.23801 16.31421 -0.08 -0.42 0.21 0.0441
C -2.25762 8.99911 21.00357 -0.20 0.77 0.46 -0.0631
C -3.24496 9.74530 20.09928 0.13 -0.98 -1.95 -0.3818
C -2.65647 10.84930 19.21636 0.81 -0.62 0.55 -0.2088
O -2.09872 11.87460 20.02956 -0.20 0.28 0.43 -0.2043
C -1.63115 12.99938 19.32972 -0.25 -0.93 -0.14 -0.1335
N -3.80085 8.73764 19.13655 0.46 0.39 0.69 -0.0552
H -1.57934 9.73133 21.45512 0.20 -0.40 0.22 0.0633
H -1.74675 8.17266 20.50721 0.38 0.51 -0.57 0.0797
H -2.80085 8.42551 21.75015 -0.22 0.47 0.41 0.0578
H -4.07790 10.22616 20.61430 -0.01 -0.45 0.42 0.1458
H -3.43574 11.20049 18.53592 -0.04 0.24 0.11 0.0990
H -1.84456 10.41298 18.61786 0.01 0.03 -0.22 0.1251
H -2.46414 13.44522 18.77471 0.15 0.32 -0.06 0.0814
H -0.85286 12.68211 18.62319 0.06 0.23 -0.14 0.0797
H -1.20257 13.68798 20.05551 -0.10 0.12 -0.04 0.0769
H -3.97102 7.92967 19.78551 -1.29 -0.37 0.23 -0.0208
H -3.03260 8.29816 18.62629 0.16 0.62 -0.38 0.0714
C -9.92459 9.48085 17.85228 -1.39 0.01 -0.56 -0.0458
C -10.16469 8.11801 17.17810 1.80 -0.19 0.57 -0.4041
C -10.47693 8.13864 15.69389 0.41 0.56 -0.12 -0.1992
O -11.62404 8.96580 15.48869 -0.17 -0.56 -0.84 -0.1941
C -11.48104 10.02807 14.58054 -0.26 0.71 0.85 -0.1387
N -8.87644 7.42971 17.38403 -0.44 -0.76 -0.75 -0.0068
H -9.97289 9.37082 18.93590 0.01 -0.03 -0.02 0.0712
H -10.69877 10.16368 17.47661 0.07 0.25 0.39 0.0597
H -8.93471 9.87844 17.63779 0.07 -0.19 -0.26 0.0586
H -10.93781 7.51167 17.66593 -0.36 0.54 0.07 0.1395
H -10.59637 7.12089 15.30263 -0.68 -0.08 0.24 0.1184
H -9.62194 8.46667 15.08585 0.08 0.61 0.31 0.1123
H -10.65308 10.67448 14.88895 0.28 -0.09 -0.25 0.0742
H -12.37049 10.64985 14.70797 -0.13 -0.08 -0.05 0.0790
H -11.41709 9.80240 13.51238 0.23 -0.54 0.02 0.0772
H -8.90110 6.99245 18.31381 0.66 0.03 0.23 0.0392
H -8.81347 6.65628 16.72012 0.14 -0.14 0.29 0.0735
```
Forces are in eV/Å.


Record 3
Formula: C5H6O
Source: OMol25
Level of theory: wB97M-V/def2-TZVPD

Output
LUMO ... -0.063 eV
Net charge ... 0
Highest occupied orbital energy ... -8.7 eV
Energy relative to the best compared isomer or geometry (same formula, charge and spin) ... 125.8 kcal per mole

```
12
Properties=species:S:1:pos:R:3:forces:R:3:lowdin_charge:R:1
O 0.35196 -1.78088 -1.95435 0.01 0.26 0.31 0.1424
C 0.52798 -0.92233 -1.14271 0.05 0.06 -0.12 -0.3668
C 1.12977 0.34726 -0.77752 0.14 -0.02 -0.22 -0.0070
C -0.67406 1.35512 0.87348 -0.02 -0.29 0.16 0.1046
C -1.24801 0.03177 0.57852 -0.17 0.05 -0.06 -0.2764
C 0.17200 -0.45570 0.22133 0.01 -0.10 0.19 -0.2076
H 2.17376 0.39419 -0.48108 -0.13 -0.05 -0.08 0.1187
H 0.74065 1.25421 -1.22986 0.04 -0.16 0.05 0.1088
H -0.20114 1.25810 1.87412 -0.09 0.03 -0.09 0.0212
H -1.92720 -0.00435 -0.27845 0.14 0.01 0.09 0.1051
H -1.62152 -0.60538 1.38760 0.07 0.11 -0.08 0.1110
H 0.70619 -0.93306 1.03995 -0.06 0.09 -0.15 0.1460
```
Forces are in eV/Å.


| no. | total energy (eV) |
| --- | --- |
| 1 | -74021.776 |
| 2 | -32680.031 |
| 3 | -7323.828 |